Below is a cluster of 2 separate species, CH5N2O in total at a distorted geometry, with properties calculated with ωB97M-V/def2-TZVPD.

```
9
Properties=species:S:1:pos:R:3:forces:R:3:lowdin_charge:R:1
O -2.42585 0.71191 1.53283 0.399 -0.065 -0.443 -0.62
H -3.06276 0.24905 2.08520 0.038 -0.075 -0.054 -0.21
N 0.06990 -0.22815 0.22766 -1.103 -0.083 0.608 0.10
C 1.05974 0.24157 -0.51141 1.117 -1.084 -3.501 -0.42
N 2.13014 -0.45913 -0.82563 -1.216 -1.498 1.697 -0.05
H -0.08434 -1.21765 0.10815 0.820 -0.202 0.538 0.09
H -0.86036 0.16986 0.45929 0.146 0.976 0.537 0.04
H 0.97572 1.05628 -1.24990 -1.183 0.859 1.079 0.10
H 2.19780 -0.52373 -1.82618 0.981 1.173 -0.462 -0.02
```
Forces are in eV/Å.

## Properties
Total energy   -6144.3353 eV
Net charge   -1
Gap between HOMO and LUMO   7.31 eV

Below is the ion CH5N2O with charge +1 at a distorted geometry, with properties calculated with ωB97M-V/def2-TZVPD.

```
9
Properties=species:S:1:pos:R:3:forces:R:3:lowdin_charge:R:1
C 0.80357 -0.12648 0.54743 1.766 -0.011 0.531 -0.36
N 1.75577 0.74406 -0.06537 0.320 -0.921 2.334 0.18
N -0.50346 -0.27210 -0.10540 0.471 5.001 3.195 0.31
O 1.77254 -0.74727 -0.15944 0.547 -0.032 -0.560 0.05
H 0.83422 -0.25000 1.65086 -0.472 0.288 -0.769 0.20
H 1.54433 1.12602 -0.95526 -0.730 0.157 -1.378 0.11
H -0.95881 -1.06806 0.13818 -1.784 -3.469 0.707 0.14
H -0.31804 -0.17438 -1.05163 -0.200 0.142 -2.732 0.15
H -1.03348 0.55041 0.32708 0.081 -1.155 -1.328 0.23
```
Forces are in eV/Å.

## Properties
Total energy   -6135.1887 eV
Net charge   +1
SMILES   [NH3+][C@@H]1NO1
Gap between HOMO and LUMO   11.45 eV

Below is a cluster of 2 separate species, CH5N2O2Si in total at a distorted geometry, with properties calculated with ωB97M-V/def2-TZVPD.

```
11
Properties=species:S:1:pos:R:3:forces:R:3:mulliken_spin:R:1
C 1.31411 -0.35495 -0.96315 0.341 0.930 0.961 0.03
N 2.24838 0.47590 -0.29994 -2.977 -4.653 7.791 0.43
N 2.30922 0.67269 -1.49860 0.493 1.187 -10.552 0.85
O -1.29289 0.54053 -0.45444 1.768 0.581 -2.150 0.07
O 2.70767 0.89647 0.76001 1.436 1.732 2.431 0.56
Si -2.03502 -0.10903 0.72286 0.054 1.494 1.010 0.00
H 1.47519 -1.46304 -0.90700 0.219 1.067 -0.610 0.03
H 0.21345 0.02942 -0.95638 0.318 -0.145 0.130 0.02
H -2.36999 0.90948 1.73277 -0.531 0.436 0.609 0.00
H -3.26265 -0.62175 0.26380 -1.725 -1.214 -0.171 0.00
H -1.30747 -0.97573 1.60007 0.604 -1.415 0.550 0.00
```
Forces are in eV/Å.

## Properties
Total energy   -16064.2072 eV
2S+1   3
Net charge   -1
Gap between HOMO and LUMO (spin up / spin down)   6.93 / 5.90 eV

Below is the molecule CH5N2O4P at a distorted geometry, with properties calculated with ωB97M-V/def2-TZVPD.

```
13
Properties=species:S:1:pos:R:3:forces:R:3:lowdin_charge:R:1
N -0.40055 1.28024 -1.09128 -1.636 -3.244 1.321 -0.21
P -0.54212 -0.30346 -0.67456 -1.564 2.464 -1.845 0.70
O 0.15723 -1.33019 -1.94526 0.386 1.852 3.347 -0.25
O -2.24122 -0.75763 -0.55307 3.516 -0.552 -1.557 -0.22
N 0.20754 -0.70475 0.89792 1.285 1.488 -1.584 -0.06
C 0.58917 0.51833 1.70197 -3.568 2.430 6.260 -0.35
O -0.16529 0.77069 2.80615 5.202 -1.605 -7.770 0.00
O 1.66605 1.47253 1.39620 -1.165 -3.999 0.367 0.00
H -1.40089 1.63999 -1.16439 1.664 -0.512 0.065 0.00
H 1.11742 -1.01017 -1.97629 -1.798 -0.536 -0.219 0.08
H -2.49923 -1.13774 -1.44567 0.406 0.572 1.390 0.08
H 0.98658 -1.40075 0.81890 -0.954 0.787 0.157 0.11
H 2.52530 0.96291 1.22940 -1.775 0.853 0.069 0.13
```
Forces are in eV/Å.

## Properties
Total energy   -21575.4916 eV
SMILES   N=P(O)(O)NC(=O)O
Gap between HOMO and LUMO   9.16 eV

Below is a cluster of 2 separate species, CH5N2P in total at a distorted geometry, with properties calculated with ωB97M-V/def2-TZVPD.

```
9
Properties=species:S:1:pos:R:3:forces:R:3:lowdin_charge:R:1
C 2.06584 0.93891 1.46596 2.229 1.637 2.945 -0.19
N -1.77344 -1.02623 -1.78173 -4.342 1.822 -0.113 -0.01
N 0.85890 1.05907 1.12372 0.019 -0.288 -0.916 -0.64
P -0.51301 1.25802 0.47570 -0.403 0.040 0.037 0.71
H 2.69319 0.03804 1.51106 -0.800 0.058 -0.660 0.06
H -2.56080 -1.45285 -2.33307 1.152 0.648 0.476 0.04
H 2.53538 1.78599 2.13334 -1.024 -1.412 -1.462 0.10
H -2.21421 -0.91249 -0.84784 0.760 -0.205 -0.701 -0.01
H -1.09184 -1.68846 -1.74713 2.409 -2.301 0.393 -0.05
```
Forces are in eV/Å.

## Properties
Total energy   -13384.5861 eV
Gap between HOMO and LUMO   6.96 eV

Below is a cluster of 2 separate species, CH5N2S in total at a distorted geometry, with properties calculated with ωB97M-V/def2-TZVPD.

```
9
Properties=species:S:1:pos:R:3:forces:R:3:lowdin_charge:R:1
S 2.10619 0.77130 1.54984 0.894 0.120 0.078 -0.07
H 1.71474 1.49561 2.60677 -0.141 0.022 -0.012 -0.41
N -0.52179 -0.13099 0.48025 0.707 -0.229 -1.917 -0.01
C -0.40670 -0.35492 -0.83621 -0.339 0.187 -0.621 -0.48
N -1.36738 -0.75915 -1.60062 -0.337 -0.289 0.222 -0.03
H -1.48946 -0.22378 0.74957 0.299 0.126 0.911 0.07
H 0.45846 0.19626 0.85939 -1.490 0.078 1.111 -0.17
H 0.56801 -0.08578 -1.25462 0.207 -0.238 0.216 0.10
H -1.06207 -0.90856 -2.55438 0.200 0.223 0.014 -0.02
```
Forces are in eV/Å.

## Properties
Total energy   -14934.4800 eV
Net charge   -1
Gap between HOMO and LUMO   7.82 eV

Below is a structure of composition CH5N2S at a distorted geometry, with properties calculated with ωB97M-V/def2-TZVPD.

```
9
Properties=species:S:1:pos:R:3:forces:R:3:lowdin_charge:R:1
C -0.07652 -0.50901 0.03475 1.236 0.342 0.181 -0.40
N -1.12216 -1.20704 0.08129 2.349 0.618 -0.297 0.15
N -0.52400 0.95222 -0.03740 -2.229 -0.484 0.809 0.12
S 2.19997 -0.25194 0.01047 -2.882 -1.578 -0.863 0.61
H 2.52128 -1.15718 -1.02438 -0.635 0.854 1.079 -0.13
H -1.09060 -2.21445 0.09331 0.313 -0.426 0.159 0.10
H -1.48490 0.63629 -0.47165 1.619 1.885 0.703 0.19
H 0.06854 1.57279 -0.62282 -0.464 -0.426 0.442 0.14
H -0.73468 1.36642 0.95469 0.693 -0.786 -2.212 0.21
```
Forces are in eV/Å.

## Properties
Total energy   -14923.6652 eV
Net charge   +1
Gap between HOMO and LUMO   8.97 eV

Below is a cluster of 2 separate species, CH5N2S2 in total at a distorted geometry, with properties calculated with ωB97M-V/def2-TZVPD.

```
10
Properties=species:S:1:pos:R:3:forces:R:3:lowdin_charge:R:1
C -0.43230 -0.31391 0.00576 1.525 -5.480 -1.815 -0.78
N -0.15449 0.76967 0.58169 0.628 3.095 0.901 0.16
N -1.60986 -0.80577 -0.30677 -2.180 2.822 1.852 0.15
S 3.54989 0.33733 0.04317 -1.830 -1.121 -0.244 0.55
S 0.95469 -1.51031 -0.26035 0.066 2.385 0.123 0.69
H -0.79984 1.51901 0.73630 -0.539 0.242 0.083 0.15
H 0.81018 1.03939 0.51053 0.277 0.130 0.513 0.06
H -2.47906 -0.34082 0.07822 1.409 -0.696 -0.806 0.18
H -1.77828 -1.63489 -0.80038 0.274 -1.287 -0.648 0.10
H 3.82605 -0.96997 -0.04498 0.371 -0.090 0.040 -0.26
```
Forces are in eV/Å.

## Properties
Total energy   -25759.1477 eV
Net charge   +1
Gap between HOMO and LUMO (spin up / spin down)   6.14 / 6.05 eV

Q: total energy of number 6 (CH5N2S)?
A: -14934.4800 eV

Q: What is the total energy in the sixth record?
A: -14934.4800 eV

Q: Which of these has the lowest total energy?
A: CH5N2S2